Below is C4H6N2 in the gas phase, with properties calculated with ωB97M-V/def2-TZVPD.

Output
Gap between HOMO and LUMO (alpha / beta) = 7.53 / 7.56 eV
HOMO energy (alpha / beta) = -6.570 / -6.582 eV

Each atom is followed by the atoms it is bonded to, with distances in Å.
Geometry (Å):
1 C 1.1940 -1.4189 0.0560  N2 1.322, H8 1.076, H9 1.081
2 N 0.2310 -0.5486 0.3046  C1 1.322, C3 1.431, C6 1.353
3 C 0.4008 0.7803 0.8087  N2 1.431, C4 1.338, H10 1.081
4 C -0.5319 1.5296 0.2102  C3 1.338, N5 1.409, H11 1.081
5 N -1.4222 0.7135 -0.5164  C4 1.409, C6 1.430, H7 1.030
6 C -1.0512 -0.6099 -0.1222  N2 1.353, N5 1.430, H12 1.081
7 H -1.1280 0.7941 -1.5003  N5 1.030
8 H 2.1924 -1.2300 0.4089  C1 1.076
9 H 0.9633 -2.1618 -0.6941  C1 1.081
10 H 1.1955 1.0233 1.5007  C3 1.081
11 H -0.6483 2.6046 0.2128  C4 1.081
12 H -1.3954 -1.4762 -0.6689  C6 1.081